C4H6O | ωB97M-V/def2-TZVPD

Output
LUMO level (eV): 0.907
Orbital gap (hartree): 0.3818
Strongest force on any atom (eV Å⁻¹): 4.10
Spin multiplicity: 1
SMILES: C=C1C[C@H]1O

Positions of all 11 atoms, in Å:
C  0.431  0.323  -0.880
C  0.163  -1.036  -0.246
O  1.162  -1.667  0.473
C  -0.538  0.096  0.268
C  -1.203  1.075  0.845
H  0.057  0.511  -1.888
H  1.413  0.757  -0.674
H  -0.631  1.691  0.109
H  -0.401  -1.708  -0.875
H  1.450  -1.062  1.170
H  -1.904  1.021  1.698